ORCA calculation (ωB97M-V with the def2-TZVPD basis set) on one molecule with the formula C4H3ClN2O2S in a non-equilibrium geometry.

Geometry (Å):
C -1.6698 -0.1019 -0.2937
S -0.1302 -1.1529 -0.2539
O -0.3048 -2.1397 0.7989
O 0.3134 -1.5568 -1.5303
C 1.2528 0.0878 0.3080
Cl 2.8217 -0.6261 0.1499
C 0.9353 0.6382 1.5735
N 0.7575 1.1209 2.5704
C 0.9916 1.2821 -0.8435
N 0.8510 2.0732 -1.6338
H -1.8913 0.4111 0.6197
H -1.3491 0.5833 -1.1015
H -2.5779 -0.6192 -0.3637

Cartesian forces (eV/Å) of the 2 atoms listed first:
2.9 1.0 -0.7
-1.4 -1.0 3.1

The largest force on an atom comes out at 6.30 eV/A. For the highest occupied orbital energy, the calculation gives -0.42370 Ha.